Computed, not measured: a molecular structure, CH6Na8O10S, with ωB97M-V with the def2-TZVPD basis set.

Element x y z (Å)
1 Na -0.991 2.750 0.768
2 Na -0.322 3.712 -2.636
3 Na 1.529 1.386 2.196
4 Na -1.760 0.141 2.375
5 Na -3.198 1.274 -1.396
6 Na -0.244 -2.123 0.719
7 Na 3.001 -0.593 -1.230
8 Na -0.201 0.426 -3.823
9 C -0.067 0.442 -0.754
10 O -0.325 1.440 -1.444
11 O 0.433 -0.543 -1.344
12 O -0.239 0.442 0.460
13 S 0.884 -1.151 4.032
14 O -0.062 -1.248 2.920
15 O 2.054 -0.424 3.488
16 O 0.303 -0.496 5.180
17 O 1.272 -2.450 4.444
18 O -0.448 -3.696 -1.883
19 H -1.191 -3.191 -1.553
20 H -0.087 -3.160 -2.589
21 O 1.727 3.060 0.168
22 H 1.627 3.948 0.510
23 H 1.947 3.182 -0.756
24 O -1.788 -1.079 -2.995
25 H -2.655 -1.148 -2.594
26 H -1.198 -0.902 -2.262

Atoms 1-3, force components in eV/Å:
Na 0.33 0.20 -0.06
Na 0.05 0.37 -0.15
Na 0.80 -0.80 0.86

Results
frontier orbital gap	2.125	eV
DFT total energy	-67740.20602	eV
net charge	+4
2S+1	1
LUMO energy	-15.102	eV

Löwdin atomic charges, in units of e:
1. Na 0.669
2. Na 0.829
3. Na 0.650
4. Na 0.687
5. Na 0.783
6. Na 0.682
7. Na 0.895
8. Na 0.759
9. C -1.038
10. O -0.112
11. O -0.055
12. O -0.070
13. S 0.215
14. O -0.452
15. O -0.356
16. O -0.202
17. O -0.149
18. O 0.013
19. H 0.011
20. H 0.037
21. O 0.006
22. H 0.088
23. H 0.063
24. O -0.004
25. H 0.075
26. H -0.027